DFT (ωB97M-V/def2-TZVPD) results for a 3-piece molecular cluster, C14H25F6O10PS overall at a distorted geometry.

Summary:
Frontier orbital gap (Ha): 0.34690
Total energy (eV): -71823.8925
Spin multiplicity: 1
SMILES string: CCCCCO[P@@](=O)(O)OS(C)(=O)=O.CCOC(=O)C(F)(F)F.CCOC(=O)C(F)(F)F

Each line ends with the Mulliken charge.
Cartesian coordinates (Å):
C 2.149 3.887 -0.474  -0.873
C 0.675 3.235 -0.048  0.126
C -0.187 2.743 -1.355  -0.668
C -1.399 1.660 -0.980  -0.092
C -1.081 0.160 -1.564  -0.390
O -1.412 -0.937 -0.642  -0.381
P -0.144 -1.209 0.534  0.634
O -0.011 0.064 1.464  -0.359
O -0.749 -2.505 1.588  -0.553
O 1.352 -1.797 -0.133  -0.252
S 2.602 -0.641 -0.054  1.094
C 4.148 -1.493 -0.785  -0.900
O 2.370 0.609 -0.984  -0.490
O 3.016 -0.239 1.400  -0.542
H 2.213 3.925 -1.644  0.247
H 2.987 3.161 -0.040  0.169
H 2.290 4.925 0.057  0.276
H 0.921 2.387 0.725  -0.256
H 0.113 4.084 0.572  0.411
H 0.481 2.221 -2.180  0.295
H -0.755 3.704 -1.778  0.279
H -1.649 1.686 0.180  0.022
H -2.390 2.038 -1.527  0.361
H 0.022 0.007 -1.952  0.229
H -1.774 0.008 -2.523  0.268
H -0.843 -2.084 2.500  0.350
H 5.031 -0.741 -0.965  0.327
H 3.883 -2.134 -1.753  0.292
H 4.520 -2.284 0.028  0.342
C -0.692 1.631 3.769  -0.642
C -0.302 2.610 4.860  -0.414
O -1.422 2.878 5.719  -0.314
C -1.655 1.959 6.711  0.383
O -0.972 0.953 6.884  -0.520
C -2.838 2.390 7.575  0.840
F -3.894 2.841 6.838  -0.239
F -2.509 3.404 8.426  -0.245
F -3.325 1.383 8.354  -0.239
H -1.566 1.995 3.218  0.286
H 0.134 1.487 3.065  0.184
H -0.963 0.658 4.189  0.289
H -0.012 3.565 4.410  0.343
H 0.558 2.252 5.437  0.325
C -0.951 -5.721 -3.888  -1.233
C -0.709 -4.294 -3.432  -0.038
O 0.053 -3.575 -4.415  -0.283
C -0.658 -3.053 -5.466  0.353
O -1.873 -3.176 -5.598  -0.512
C 0.264 -2.276 -6.404  0.830
F 1.431 -2.934 -6.663  -0.240
F 0.618 -1.065 -5.886  -0.227
F -0.303 -2.020 -7.617  -0.240
H -0.004 -6.214 -4.129  0.306
H -1.460 -6.295 -3.109  0.377
H -1.563 -5.748 -4.795  0.330
H -0.116 -4.299 -2.512  0.255
H -1.648 -3.777 -3.207  0.318

Cartesian forces, eV/Å:
-0.24 -0.89 0.65
0.85 0.55 0.51
-0.96 0.02 0.56
-0.45 0.69 -0.18
0.02 1.05 -1.76
3.51 -1.09 1.94
-2.97 3.01 4.47
0.21 -4.65 -3.91
1.35 2.75 -2.04
-1.18 1.78 0.63
3.35 6.53 1.38
0.43 -2.61 0.06
-0.04 -5.34 3.11
-2.07 -2.36 -5.36
0.11 0.22 2.34
-1.74 1.63 -1.21
-0.24 -1.92 -1.39
-0.82 1.37 -1.77
0.81 -1.94 -1.54
-1.18 1.40 1.73
1.56 -2.11 0.63
0.79 -0.37 -2.51
2.14 -0.92 1.18
-2.04 0.65 0.92
1.46 0.04 2.24
0.34 -0.32 -1.76
-2.38 -1.02 0.41
0.40 1.78 2.04
-1.01 1.86 -1.62
-0.07 0.00 0.12
0.54 -0.29 -0.64
-0.79 -0.83 1.90
2.69 -1.05 -1.68
-1.96 2.22 0.06
-2.12 0.54 1.44
1.13 -0.47 0.28
0.18 -0.83 -0.86
0.87 0.72 -0.97
0.20 0.06 0.01
-0.21 0.08 0.24
0.17 0.09 -0.01
-0.32 -0.02 0.27
-0.33 -0.02 0.07
0.02 -0.11 -0.33
-0.45 -0.50 0.51
-0.43 1.14 -1.55
-2.35 -1.45 1.82
2.99 0.60 -0.14
1.49 1.23 -1.90
-1.14 0.24 0.50
-0.55 -1.07 0.00
0.16 -0.50 1.47
-0.10 0.08 0.17
0.08 0.12 -0.07
-0.03 0.06 0.18
0.14 0.20 -0.33
0.19 0.00 -0.27